Molecular formula: C31H46BiBrF6N5O4
Method: DFT, the ωB97M-V functional and the def2-TZVPD basis

Summary:
Total charge: +1
Energy above the lowest of the compared OMol25 structures with the same formula, charge and spin in eV: 0.1679
Total energy in eV: -140718.8751
LUMO in eV: -2.3729
Frontier orbital gap in eV: 7.96
Maximum force in eV/A: 0.4

Element x y z (Å)
Bi  -0.050  -0.886  -0.427
C  -0.671  -4.200  0.375
C  -0.638  -3.334  1.634
N  0.428  -2.322  1.515
C  1.785  -2.917  1.552
C  2.733  -2.319  0.530
N  2.138  -2.372  -0.822
C  1.903  -3.731  -1.356
C  0.461  -3.949  -1.820
N  -0.510  -3.405  -0.863
H  0.129  -4.941  0.397
H  -1.607  -4.757  0.355
H  -1.582  -2.808  1.742
H  -0.491  -3.966  2.513
H  0.358  -1.603  2.232
H  2.217  -2.811  2.547
H  1.686  -3.987  1.380
H  2.918  -1.269  0.769
H  3.688  -2.850  0.581
H  2.728  -1.848  -1.457
H  2.562  -3.924  -2.203
H  2.176  -4.460  -0.593
H  0.302  -3.443  -2.774
H  0.309  -5.018  -1.996
H  -1.420  -3.277  -1.291
C  2.625  6.398  0.530
C  1.949  5.938  1.828
C  0.663  6.747  2.043
C  2.902  6.218  2.989
C  1.598  4.453  1.722
C  0.800  3.998  0.680
C  0.516  2.655  0.590
Br  -0.608  2.137  -0.863
C  0.976  1.663  1.471
O  0.725  0.356  1.274
C  1.719  2.135  2.573
C  2.019  3.499  2.637
C  2.269  1.279  3.733
C  1.773  -0.167  3.783
C  3.801  1.242  3.628
C  1.862  1.917  5.074
H  2.892  7.455  0.602
H  1.969  6.283  -0.336
H  3.537  5.828  0.341
H  0.892  7.815  2.082
H  0.179  6.467  2.980
H  -0.053  6.588  1.234
H  3.141  7.283  3.010
H  3.841  5.669  2.885
H  2.457  5.964  3.954
H  0.398  4.678  -0.060
H  2.628  3.829  3.466
H  2.125  -0.729  2.922
H  0.682  -0.219  3.826
H  2.172  -0.636  4.685
H  4.115  0.828  2.666
H  4.222  0.619  4.422
H  4.235  2.239  3.718
H  0.778  2.030  5.138
H  2.313  2.896  5.229
H  2.187  1.277  5.897
C  -3.456  0.389  0.961
C  -3.401  -0.836  0.051
O  -2.139  -1.366  -0.094
C  -3.928  -0.453  -1.344
F  -3.048  0.366  -1.944
F  -5.102  0.163  -1.316
F  -4.053  -1.526  -2.153
C  -4.268  -1.962  0.668
F  -5.565  -1.664  0.687
F  -3.877  -2.173  1.936
F  -4.124  -3.126  0.026
H  -3.004  1.247  0.466
H  -2.890  0.168  1.865
H  -4.479  0.643  1.236
O  -4.038  -4.797  -4.488
C  -4.404  -3.759  -5.391
N  -3.555  -2.639  -5.122
C  -2.412  -2.414  -5.829
O  -2.137  -2.949  -6.880
C  -1.459  -1.430  -5.208
C  -0.706  -0.582  -6.008
C  0.192  0.279  -5.405
C  0.333  0.239  -4.026
N  -0.359  -0.599  -3.250
C  -1.244  -1.404  -3.844
H  -4.483  -5.609  -4.753
H  -5.442  -3.462  -5.238
H  -4.248  -4.054  -6.427
H  -3.712  -2.125  -4.271
H  -0.834  -0.612  -7.082
H  0.780  0.974  -5.988
H  1.023  0.907  -3.521
H  -1.808  -2.066  -3.191

Atoms 1-6, force components in eV/Å:
-0.065 -0.155 0.318
0.035 0.001 -0.103
0.014 0.113 -0.094
0.056 -0.048 -0.212
-0.069 -0.049 0.067
-0.107 0.028 -0.161

Computed Löwdin charges, given in elementary charges: 1.904, -0.157, -0.170, -0.137, -0.178, -0.198, -0.148, -0.173, -0.186, -0.140, 0.111, 0.134, 0.095, 0.137, 0.077, 0.127, 0.106, 0.109, 0.132, 0.119, 0.130, 0.111, 0.106, 0.131, 0.094, -0.046, -0.558, -0.041, -0.062, -0.162, -0.090, -0.532, 0.833, -0.361, -0.403, -0.079, 0.020, -0.523, -0.065, -0.035, -0.042, 0.088, 0.078, 0.092, 0.089, 0.092, 0.080, 0.090, 0.090, 0.087, 0.103, 0.092, 0.041, 0.094, 0.094, 0.087, 0.090, 0.084, 0.097, 0.077, 0.088, 0.024, -0.443, -0.378, -0.565, 0.108, 0.190, 0.139, -0.574, 0.182, 0.151, 0.160, 0.055, 0.102, 0.107, -0.038, -0.232, 0.097, -0.437, 0.101, -0.097, 0.028, -0.023, -0.142, -0.034, -0.114, 0.090, 0.130, 0.129, 0.110, 0.135, 0.116, 0.102, 0.102


Molecular formula: C7H11O3S
Method: DFT, the ωB97M-V functional and the def2-TZVPD basis

Summary:
Total charge: -1
Energy above the lowest of the compared OMol25 structures with the same formula, charge and spin in eV: 0.6077
Total energy in eV: -24414.5929
LUMO in eV: 3.5207
Frontier orbital gap in eV: 8.76
Maximum force in eV/A: 0.8

Element x y z (Å)
C  -1.082  2.664  2.613
C  2.228  -0.706  0.172
C  -1.417  1.842  1.811
C  0.774  -0.916  -0.187
C  0.225  -2.237  0.260
C  0.404  1.329  -1.292
C  0.024  -0.033  -0.824
O  -1.794  -1.600  -1.933
O  -2.314  -0.555  0.215
O  -2.270  0.797  -1.814
S  -1.744  -0.382  -1.128
H  -0.762  3.387  3.306
H  2.801  -1.591  -0.103
H  2.326  -0.561  1.249
H  2.652  0.157  -0.333
H  -1.745  1.075  1.152
H  -0.804  -2.329  -0.065
H  0.270  -2.313  1.347
H  0.813  -3.053  -0.165
H  0.659  1.299  -2.354
H  -0.476  1.961  -1.193
H  1.234  1.767  -0.735

Atoms 1-6, force components in eV/Å:
0.091 0.038 -0.041
-0.434 0.206 -0.241
0.024 0.192 0.305
0.418 -0.435 0.238
-0.072 0.045 -0.040
0.202 0.230 -0.028

Computed natural (NBO) charges, given in elementary charges: -0.317, -0.635, -0.196, 0.012, -0.642, -0.661, -0.270, -1.022, -1.040, -1.024, 2.382, 0.209, 0.201, 0.207, 0.206, 0.276, 0.267, 0.196, 0.190, 0.212, 0.257, 0.194


Molecular formula: C28H29Cl5N6S2Sr
Method: DFT, the ωB97M-V functional and the def2-TZVPD basis

Summary:
Total charge: 0
Energy above the lowest of the compared OMol25 structures with the same formula, charge and spin in eV: 1.8678
Total energy in eV: -123563.4996
LUMO in eV: 0.0155
Frontier orbital gap in eV: 5.61
Maximum force in eV/A: 0.7

Element x y z (Å)
Sr  1.283  0.316  -0.467
C  -0.714  2.076  -5.272
S  -1.452  0.430  -5.100
C  -0.888  -0.088  -3.538
S  -1.826  0.330  -2.064
N  0.211  -0.795  -3.411
N  0.561  -1.205  -2.227
C  1.837  -1.822  -2.163
C  2.357  -2.261  -0.962
C  3.588  -3.028  -0.903
C  4.065  -3.478  0.277
C  3.378  -3.182  1.496
C  2.257  -2.419  1.401
N  1.718  -1.958  0.248
H  -1.029  2.456  -6.244
H  0.373  2.011  -5.254
H  -1.070  2.753  -4.496
H  2.349  -2.021  -3.097
H  4.098  -3.250  -1.832
H  4.977  -4.063  0.297
H  3.757  -3.499  2.456
H  1.726  -2.112  2.299
Cl  3.922  0.726  1.145
C  2.833  1.803  2.064
C  1.536  1.902  1.621
C  0.736  2.742  2.371
Cl  -0.962  2.868  1.917
C  1.180  3.463  3.474
Cl  0.127  4.503  4.358
C  2.514  3.327  3.867
Cl  3.108  4.200  5.227
C  3.363  2.477  3.160
Cl  5.005  2.286  3.641
N  -0.477  -3.775  2.079
C  -1.863  -4.253  2.003
C  -2.831  -3.160  2.465
C  -3.040  -1.981  1.511
N  -1.892  -1.059  1.503
C  -3.284  -2.481  0.088
C  -2.243  -3.489  -0.390
N  -0.903  -2.841  -0.498
C  -2.155  -4.680  0.559
H  -0.298  -3.280  2.944
H  -0.442  -2.812  0.436
H  0.195  -4.533  2.023
H  -2.027  -5.124  2.649
H  -2.519  -2.791  3.447
H  -3.807  -3.629  2.618
H  -3.953  -1.470  1.842
H  -1.672  -0.755  2.446
H  -2.143  -0.214  0.997
H  -3.334  -1.635  -0.601
H  -4.256  -2.979  0.039
H  -2.513  -3.821  -1.393
H  -0.947  -1.868  -0.821
H  -0.261  -3.306  -1.141
H  -1.393  -5.388  0.222
H  -3.111  -5.207  0.518
C  -1.382  1.952  -1.857
C  -1.024  3.093  -1.691
C  -0.606  4.458  -1.585
C  -1.375  5.391  -0.889
C  -0.956  6.707  -0.799
C  0.227  7.110  -1.403
C  0.993  6.187  -2.102
C  0.583  4.868  -2.194
H  -2.298  5.077  -0.422
H  -1.556  7.423  -0.253
H  0.552  8.140  -1.329
H  1.916  6.494  -2.576
H  1.179  4.145  -2.737

Atoms 1-6, force components in eV/Å:
-0.047 0.672 0.102
-0.022 0.081 0.013
-0.052 -0.044 0.004
0.001 -0.174 -0.065
-0.224 0.151 -0.154
-0.089 -0.057 0.151

Computed Löwdin charges, given in elementary charges: 1.359, -0.405, 0.790, -0.989, 0.852, -0.095, -0.341, -0.220, -0.392, -0.063, -0.103, -0.120, -0.248, -0.156, 0.026, 0.034, 0.012, 0.097, 0.105, 0.099, 0.085, 0.097, 0.615, -0.699, -0.308, -0.716, 0.630, -0.714, 0.662, -0.707, 0.671, -0.717, 0.672, 0.042, -0.361, -0.110, -0.366, 0.067, -0.108, -0.267, 0.179, -0.100, 0.087, 0.084, 0.098, 0.136, 0.120, 0.124, 0.138, 0.085, 0.058, 0.086, 0.131, 0.153, 0.057, 0.150, 0.125, 0.128, -0.442, -0.076, -0.250, -0.042, -0.076, -0.085, -0.080, -0.036, 0.114, 0.105, 0.102, 0.104, 0.113


Molecular formula: C2H3N4O
Method: DFT, the ωB97M-V functional and the def2-TZVPD basis

Summary:
Total charge: +1
Energy above the lowest of the compared OMol25 structures with the same formula, charge and spin in eV: 3.8784
Total energy in eV: -10118.8684
LUMO in eV: -7.0068
Frontier orbital gap in eV: 9.07
Maximum force in eV/A: 5.7

Element x y z (Å)
C  -1.723  -0.345  0.170
C  -0.986  0.803  -0.084
N  -2.392  -1.290  0.344
N  -4.429  2.315  -1.425
N  -3.850  1.590  -0.842
N  -3.267  -1.987  1.114
O  -3.920  -2.898  0.750
H  -0.998  1.446  0.729
H  -1.398  1.255  -0.974
H  0.096  0.449  -0.450

Atoms 1-6, force components in eV/Å:
-2.329 -2.861 0.630
3.163 -1.265 -2.754
2.780 2.219 -3.090
0.545 -0.728 0.606
-0.713 0.757 -0.625
-3.532 -2.568 3.625

Computed natural (NBO) charges, given in elementary charges: 0.729, -0.776, -0.214, 0.099, -0.094, 0.337, -0.058, 0.308, 0.327, 0.342


Molecular formula: CH6NS
Method: DFT, the ωB97M-V functional and the def2-TZVPD basis

Summary:
Total charge: -1
Energy above the lowest of the compared OMol25 structures with the same formula, charge and spin in eV: 0.3764
Total energy in eV: -13460.1310
LUMO in eV: 4.3525
Frontier orbital gap in eV: 6.41
Maximum force in eV/A: 1.7

Element x y z (Å)
N  -1.960  0.050  2.309
H  -2.734  0.632  2.066
H  -1.068  0.466  2.073
H  -2.150  -0.887  1.991
C  1.598  0.029  -1.854
S  1.453  -0.617  -0.092
H  0.868  -0.518  -2.442
H  2.591  -0.251  -2.199
H  1.403  1.095  -1.852

Atoms 1-6, force components in eV/Å:
-0.335 0.036 1.062
-0.146 0.402 -0.250
-0.142 -0.585 -0.533
0.679 0.116 -0.346
-0.110 -1.057 1.385
-0.016 0.285 -0.395

Computed natural (NBO) charges, given in elementary charges: -1.110, 0.340, 0.398, 0.366, -0.733, -0.786, 0.174, 0.176, 0.175


Molecular formula: CHO2V
Method: DFT, the ωB97M-V functional and the def2-TZVPD basis

Summary:
Total charge: 0
Energy above the lowest of the compared OMol25 structures with the same formula, charge and spin in eV: 1.1980
Total energy in eV: -30831.3764
Expectation value of S²: 6.005
Multiplicity: 5
LUMO (spin up / spin down) in eV: -0.2139 / -0.1306
Frontier orbital gap (spin up / spin down) in eV: 6.87 / 8.30
Maximum force in eV/A: 4.1

Element x y z (Å)
H  -1.468  0.695  1.097
O  -0.998  -0.049  0.535
C  0.243  0.336  1.043
O  1.063  0.281  0.102
V  -0.125  -0.700  -1.217

Force components x, y, z for each atom (eV/Å):
0.256 -2.441 -1.760
-3.143 2.012 1.698
2.605 0.960 0.493
0.266 -0.508 0.220
0.016 -0.023 -0.650

Computed natural (NBO) charges, given in elementary charges: 0.541, -0.854, 0.338, -0.771, 0.746